Record 1
Molecular formula: C4H8N4O3
Method: DFT, wB97M-V/def2-TZVPD

Gap between HOMO and LUMO in hartree: 0.3708
SMILES: C/N=C(/NC=O)O/[N+]([O-])=N/C
Relative energy (zero: lowest compared OMol25 entry of this formula, charge and spin) in eV: 7.741
E_tot in eV: -16374.80486
Strongest force on any atom in hartree/bohr: 0.067

Geometry (Å):
C 1.39 2.01 -1.18
N 0.21 1.74 -0.31
C -0.57 0.78 -0.52
N -1.67 0.79 0.34
C -2.54 -0.23 0.42
O -3.64 -0.34 0.93
O -0.45 -0.24 -1.40
N 0.38 -1.21 -0.59
O 0.77 -2.08 -1.26
N 0.37 -0.84 0.55
C 1.08 -1.63 1.47
H 0.96 2.15 -2.21
H 1.99 1.09 -1.24
H 1.80 2.98 -0.79
H -1.87 1.68 0.85
H -2.09 -1.09 0.00
H 2.00 -2.24 1.05
H 1.43 -0.83 2.10
H 0.44 -2.49 1.79

Record 2
Molecular formula: C4H8NO
Method: DFT, wB97M-V/def2-TZVPD

Gap between HOMO and LUMO in hartree: 0.2975
Net charge: +1
SMILES: [NH2+]=CC/C=C/O
Relative energy (zero: lowest compared OMol25 entry of this formula, charge and spin) in eV: 1.677
E_tot in eV: -7806.42629
Strongest force on any atom in hartree/bohr: 0.089

Geometry (Å):
N -1.78 -0.91 -0.20
C -1.54 0.32 0.06
C -0.25 0.84 0.23
C 0.97 -0.10 0.42
C 2.14 0.13 -0.22
O 3.33 -0.38 -0.04
H -0.93 -1.65 -0.13
H -2.72 -1.30 -0.29
H -2.23 1.05 0.15
H -0.32 1.48 1.14
H 0.14 1.48 -0.60
H 0.73 -0.96 1.01
H 2.08 0.59 -1.25
H 3.28 -0.95 0.77

Record 3
Molecular formula: C4H8NO
Method: DFT, wB97M-V/def2-TZVPD

Gap between HOMO and LUMO (spin up / spin down) in hartree: 0.2467 / 0.2719
Net charge: +1
Relative energy (zero: lowest compared OMol25 entry of this formula, charge and spin) in eV: 5.024
E_tot in eV: -7803.07847
Strongest force on any atom in hartree/bohr: 0.096

Geometry (Å):
C -1.28 -1.40 -0.84
C -0.48 -0.82 0.11
C -0.14 -1.38 1.44
C 1.00 2.25 -0.75
N 0.22 1.14 -0.90
O 0.24 0.36 0.14
H -1.70 -2.31 -0.55
H -1.45 -1.09 -1.86
H -0.88 -1.78 2.05
H 0.45 -0.60 1.85
H 0.55 -2.26 1.35
H 1.25 2.76 -1.68
H 1.86 2.08 -0.06
H 0.36 3.03 -0.29

Record 4
Molecular formula: C4H8NO
Method: DFT, wB97M-V/def2-TZVPD

Gap between HOMO and LUMO in hartree: 0.3923
Net charge: +1
SMILES: C[C@@H]1C=[N+]1CO
Relative energy (zero: lowest compared OMol25 entry of this formula, charge and spin) in eV: 3.160
E_tot in eV: -7804.94267
Strongest force on any atom in hartree/bohr: 0.086

Geometry (Å):
C -1.88 -0.33 -0.65
C -0.74 -1.12 -0.06
C -0.09 -0.61 1.24
N 0.50 -0.29 0.23
C 1.40 0.70 -0.17
O 1.96 1.29 0.92
H -2.86 -0.65 -0.22
H -1.95 -0.59 -1.76
H -1.59 0.77 -0.51
H -0.37 -2.20 -0.14
H -0.16 -0.54 2.27
H 2.19 0.30 -0.83
H 0.86 1.46 -0.89
H 2.73 1.80 0.58

Record 5
Molecular formula: C4H8NO2
Method: DFT, wB97M-V/def2-TZVPD

Gap between HOMO and LUMO in hartree: 0.2804
Net charge: -1
SMILES: [H]/N=C(\[O-])CCCO
Relative energy (zero: lowest compared OMol25 entry of this formula, charge and spin) in eV: 1.356
E_tot in eV: -9863.43108
Strongest force on any atom in hartree/bohr: 0.046

Geometry (Å):
H 2.14 -1.81 -0.27
N 1.27 -1.28 -0.37
C 1.68 -0.03 -0.30
O 2.87 0.38 -0.33
C 0.61 1.07 -0.10
C -0.54 0.51 0.70
C -1.67 -0.23 -0.02
O -1.43 -1.23 -1.01
H 1.14 1.93 0.31
H 0.32 1.45 -1.08
H -0.19 0.00 1.59
H -1.08 1.36 1.14
H -2.04 -0.84 0.81
H -2.44 0.44 -0.39
H -0.64 -1.71 -0.68

Record 6
Molecular formula: C4H8NO2
Method: DFT, wB97M-V/def2-TZVPD

Gap between HOMO and LUMO in hartree: 0.3112
Net charge: +1
Relative energy (zero: lowest compared OMol25 entry of this formula, charge and spin) in eV: 2.244
E_tot in eV: -9854.08670
Strongest force on any atom in hartree/bohr: 0.041

Geometry (Å):
C -0.66 -0.96 1.14
C -0.69 -1.53 -0.07
C -0.02 0.92 2.50
N -0.07 0.31 1.37
H -1.08 -1.39 2.06
H -0.26 -1.07 -0.98
H -1.14 -2.51 -0.17
H 0.46 1.92 2.53
H -0.43 0.44 3.35
H 0.36 0.78 0.57
O 2.23 1.00 -2.28
C 1.04 0.78 -2.28
O 0.43 0.00 -3.19
H 0.38 1.22 -1.49
H -0.54 0.10 -3.07

Record 7
Molecular formula: C4H8NO2
Method: DFT, wB97M-V/def2-TZVPD

Gap between HOMO and LUMO in hartree: 0.3495
Net charge: +1
SMILES: C[N+](C)=C(O)C=O
Relative energy (zero: lowest compared OMol25 entry of this formula, charge and spin) in eV: 2.338
E_tot in eV: -9853.99296
Strongest force on any atom in hartree/bohr: 0.142

Geometry (Å):
C 0.68 -0.51 -1.63
N 0.26 -0.32 -0.24
C 0.90 -1.04 0.83
C -0.58 0.79 0.04
O -0.84 1.69 -0.90
C -1.33 0.83 1.35
O -1.78 1.87 1.73
H -0.12 -0.27 -2.34
H 1.02 -1.56 -1.51
H 1.63 0.00 -1.77
H 0.31 -1.16 1.73
H 1.77 -0.39 1.23
H 1.29 -2.05 0.39
H -1.55 2.34 -0.63
H -1.65 -0.22 1.72

Record 8
Molecular formula: C4H8NO2
Method: DFT, wB97M-V/def2-TZVPD

Gap between HOMO and LUMO in hartree: 0.3647
Net charge: +1
SMILES: C=[N+](OC)C(C)=O
Relative energy (zero: lowest compared OMol25 entry of this formula, charge and spin) in eV: 4.644
E_tot in eV: -9851.68656
Strongest force on any atom in hartree/bohr: 0.158

Geometry (Å):
C -1.34 -1.14 -0.46
N -0.21 -0.43 -0.02
O 0.57 0.43 -0.69
C 0.74 0.41 -2.09
C 0.21 -0.46 1.50
C 0.09 0.87 2.07
O 0.52 -1.47 1.99
H -1.59 -1.10 -1.53
H -1.77 -1.88 0.10
H 0.21 1.22 -2.57
H 0.55 -0.51 -2.69
H 1.91 0.49 -2.32
H 0.39 1.62 1.39
H 0.64 0.99 3.05
H -0.93 0.97 2.25

Record 9
Molecular formula: C4H8NO2
Method: DFT, wB97M-V/def2-TZVPD

Gap between HOMO and LUMO in hartree: 0.3263
Net charge: +1
SMILES: [NH2+]=C/C=C/OCO
Relative energy (zero: lowest compared OMol25 entry of this formula, charge and spin) in eV: 2.235
E_tot in eV: -9854.09525
Strongest force on any atom in hartree/bohr: 0.079

Geometry (Å):
N 2.70 -0.33 -0.07
C 1.70 0.27 0.54
C 0.34 0.12 0.27
C -0.34 -0.83 -0.52
O -1.57 -0.75 -0.93
C -2.72 0.03 -0.63
O -2.83 0.32 0.73
H 3.62 -0.06 0.31
H 2.77 -1.31 -0.35
H 2.00 1.14 1.10
H -0.29 0.93 0.67
H 0.15 -1.63 -0.95
H -3.52 -0.61 -1.25
H -2.63 1.04 -1.18
H -2.74 -0.46 1.32

Record 10
Molecular formula: C4H8NO2
Method: DFT, wB97M-V/def2-TZVPD

Gap between HOMO and LUMO (spin up / spin down) in hartree: 0.2778 / 0.4772
Net charge: +1
Expectation value of S²: 2.01
Multiplicity: 3
Relative energy (zero: lowest compared OMol25 entry of this formula, charge and spin) in eV: 1.134
E_tot in eV: -9850.68067
Strongest force on any atom in hartree/bohr: 0.098

Geometry (Å):
C -0.24 -1.35 -0.04
C 1.24 -1.46 -0.19
C 0.99 0.67 0.15
C -1.39 0.87 -0.24
N -0.36 0.09 0.52
O 1.84 -0.30 -0.17
O 1.01 1.95 0.05
H -0.66 -2.21 0.63
H 1.78 -2.37 0.13
H -0.74 -1.37 -1.02
H -1.24 1.87 -0.07
H -1.34 0.57 -1.32
H -2.32 0.64 0.14
H -0.48 0.15 1.61
H 1.90 2.25 -0.19

Record 11
Molecular formula: C4H8NO2S
Method: DFT, wB97M-V/def2-TZVPD

Gap between HOMO and LUMO in hartree: 0.2249
Net charge: -1
Relative energy (zero: lowest compared OMol25 entry of this formula, charge and spin) in eV: 6.739
E_tot in eV: -20693.31233
Strongest force on any atom in hartree/bohr: 0.138

Geometry (Å):
O 3.45 -0.34 -0.02
C 2.28 -0.59 -0.38
N 1.31 -0.95 0.44
C 0.03 -0.91 -0.12
C -0.64 0.39 -0.06
S -1.80 0.65 -1.39
C -1.24 -0.74 0.87
O -2.49 0.19 1.67
H 2.20 -0.56 -1.50
H 1.45 2.70 -0.77
H -0.24 -1.60 -0.92
H -0.21 1.25 0.43
H 1.63 2.53 -1.47
H -2.80 0.43 0.78
H -1.97 -1.48 0.56
H -0.95 -0.98 1.89

Record 12
Molecular formula: C4H8NO2S
Method: DFT, wB97M-V/def2-TZVPD

Gap between HOMO and LUMO in hartree: 0.2622
Net charge: -1
Relative energy (zero: lowest compared OMol25 entry of this formula, charge and spin) in eV: 2.108
E_tot in eV: -20697.94298
Strongest force on any atom in hartree/bohr: 0.071

Geometry (Å):
O 0.86 -2.25 -0.98
C 0.94 -0.98 -0.78
N 1.65 0.06 -1.33
C 0.96 3.32 -0.61
O 0.83 4.52 -0.71
C -0.06 -0.59 0.41
C -1.26 -1.56 0.61
S -2.31 -1.01 2.16
H 2.23 -0.46 -2.02
H 1.86 2.77 -0.26
H 0.21 2.63 -0.97
H 0.46 -0.58 1.38
H -0.36 0.41 0.08
H -2.04 -1.54 -0.16
H -0.96 -2.58 0.86
H -2.99 -2.17 2.33

Record 13
Molecular formula: C4H8NO3
Method: DFT, wB97M-V/def2-TZVPD

Gap between HOMO and LUMO in hartree: 0.3082
Net charge: -1
Relative energy (zero: lowest compared OMol25 entry of this formula, charge and spin) in eV: 1.275
E_tot in eV: -11912.01900
Strongest force on any atom in hartree/bohr: 0.086

Geometry (Å):
C 0.00 -1.46 -1.06
C -1.49 -1.65 -0.99
O -2.08 -2.56 -1.70
N -2.28 -0.77 -0.23
H -3.16 -1.05 0.12
H -1.81 -0.07 0.39
H 0.54 -1.95 -1.93
H 0.39 -1.79 -0.05
H 0.24 -0.29 -0.82
C 2.06 1.70 0.71
C 0.52 1.66 1.13
O 0.04 0.54 1.07
O 0.06 2.72 1.63
H 1.91 1.42 -0.40
H 2.58 0.93 1.28
H 2.48 2.63 0.85

Record 14
Molecular formula: C4H8NO3
Method: DFT, wB97M-V/def2-TZVPD

Gap between HOMO and LUMO in hartree: 0.3262
Net charge: -1
Relative energy (zero: lowest compared OMol25 entry of this formula, charge and spin) in eV: 0.465
E_tot in eV: -11912.82860
Strongest force on any atom in hartree/bohr: 0.052

Geometry (Å):
C 0.29 -2.48 -1.89
C 0.47 -1.09 -1.33
O 0.34 -0.08 -2.04
O 0.69 -1.02 -0.05
H -0.78 -2.61 -2.05
H 0.65 -3.19 -1.13
H 0.75 -2.46 -2.87
C -0.43 2.12 0.35
C -0.28 1.61 1.80
O -0.36 2.48 2.68
N -0.11 0.31 2.08
H 0.09 0.07 3.03
H 0.10 -0.36 1.21
H -0.97 3.06 0.45
H -1.03 1.40 -0.22
H 0.57 2.25 -0.03

Record 15
Molecular formula: C4H8NO3
Method: DFT, wB97M-V/def2-TZVPD

Gap between HOMO and LUMO in hartree: 0.2869
Net charge: -1
SMILES: N[C@H](CO)CC(=O)[O-]
Relative energy (zero: lowest compared OMol25 entry of this formula, charge and spin) in eV: 1.783
E_tot in eV: -11911.51138
Strongest force on any atom in hartree/bohr: 0.034

Geometry (Å):
N -1.16 1.00 1.11
C -0.55 -0.01 0.25
C -0.14 -1.17 1.17
O 0.80 -2.07 0.59
C 0.63 0.52 -0.59
C 0.32 0.51 -2.14
O -0.85 0.91 -2.39
O 1.21 0.15 -2.92
H -0.56 1.36 1.84
H -1.50 1.78 0.56
H -1.31 -0.32 -0.45
H -1.02 -1.79 1.26
H 0.18 -0.91 2.18
H 1.63 -1.61 0.42
H 1.60 0.04 -0.45
H 0.72 1.60 -0.44

Record 16
Molecular formula: C4H8NO3
Method: DFT, wB97M-V/def2-TZVPD

Gap between HOMO and LUMO (spin up / spin down) in hartree: 0.3807 / 0.1645
Net charge: +2
Expectation value of S²: 0.76
Multiplicity: 2
Relative energy (zero: lowest compared OMol25 entry of this formula, charge and spin) in eV: 1.286
E_tot in eV: -11887.59934
Strongest force on any atom in hartree/bohr: 0.084

Geometry (Å):
O -1.53 -2.16 1.03
C -1.45 -1.07 0.56
C -0.08 -0.48 0.30
C -0.29 0.62 -0.71
C 0.38 2.06 -0.41
O 0.83 1.98 0.90
O 0.44 3.06 -1.08
N 0.85 -1.74 -0.22
H -2.36 -0.30 0.58
H 0.35 -0.10 1.24
H -1.37 0.88 -0.67
H -0.20 0.30 -1.74
H 1.26 2.91 1.15
H 1.79 -1.37 -0.56
H 1.08 -2.38 0.52
H 0.31 -2.23 -0.89